Record 1
DFT (the ωB97M-V functional and the def2-TZVPD basis) results for a 2-piece molecular cluster, C4H12NS overall.

Summary:
- HOMO level (eV) = -2.335
- electronic energy (Ha) = -612.56255
- Kohn-Sham gap (eV) = 6.49

The geometry in ORCA input format:
```
! wB97M-V def2-TZVPD RIJCOSX def2/J DEFGRID3
* xyz -1 1
C -0.114 3.226 -0.794
S -0.167 1.495 -1.377
H 0.675 3.768 -1.317
H -1.064 3.749 -0.923
H 0.118 3.246 0.276
C -0.626 -1.856 -0.648
C 0.027 -1.398 0.675
C 1.442 -0.868 0.512
N -0.773 -0.394 1.397
H 0.021 -2.580 -1.161
H -1.581 -2.344 -0.448
H -0.753 -1.052 -1.378
H 0.076 -2.280 1.322
H 1.773 -0.464 1.470
H 2.167 -1.641 0.226
H 1.533 -0.087 -0.246
H -1.655 -0.819 1.696
H -1.100 0.300 0.717
*
```

***

Record 2
DFT (the ωB97M-V functional and the def2-TZVPD basis) results for C4H4O2 in the gas phase in a non-equilibrium geometry.

Summary:
- SMILES = C#C[C@@H](O)C=O
- HOMO level (eV) = -10.238
- electronic energy (Ha) = -305.08917
- Kohn-Sham gap (eV) = 9.87

The geometry in ORCA input format:
```
! wB97M-V def2-TZVPD RIJCOSX def2/J DEFGRID3
* xyz 0 1
C 0.493 -0.409 0.517
C 1.089 0.519 -0.320
C -1.064 -0.091 0.288
C -2.057 0.762 -0.105
H 0.718 -1.802 -0.671
H 0.515 0.003 1.424
H 0.876 1.614 -0.110
H -3.137 1.030 -0.185
O 0.787 -1.693 0.478
O 1.780 0.067 -1.317
*
```

***

Record 3
DFT (the ωB97M-V functional and the def2-TZVPD basis) results for C21H28F3O4Pr as an isolated structure in a non-equilibrium geometry.

Summary:
- ⟨S²⟩ = 2.005
- HOMO level (spin up / spin down) (eV) = -7.649 / -7.657
- electronic energy (Ha) = -1934.47942
- Kohn-Sham gap (spin up / spin down) (eV) = 7.45 / 7.49

The geometry in ORCA input format:
```
! wB97M-V def2-TZVPD RIJCOSX def2/J DEFGRID3
* xyz 0 3
O -0.395 -1.018 -2.188
C -1.423 -0.125 -1.557
C -2.562 -1.037 -1.926
H -1.496 0.856 -1.988
H -1.127 -0.006 -0.512
C -1.374 -2.043 -2.178
H -3.030 -0.840 -2.903
H -3.285 -1.383 -1.187
C -1.455 -2.741 -3.515
H -1.109 -2.116 -4.370
H -2.529 -3.040 -3.631
H -0.853 -3.638 -3.364
C -1.316 -3.031 -0.995
H -1.933 -2.730 -0.125
H -0.289 -3.196 -0.651
H -1.728 -3.945 -1.411
Pr 0.800 0.708 1.805
C -1.419 -0.621 3.529
C -1.389 0.780 3.806
C -2.005 1.473 2.716
H -1.153 1.240 4.754
C -2.439 0.478 1.790
C -2.079 -0.812 2.288
H -2.369 -1.783 1.875
H -1.138 -1.407 4.228
H -2.216 2.541 2.706
H -3.106 0.657 0.946
C 2.394 -1.466 2.614
C 1.635 -2.385 1.824
C 1.751 -1.991 0.468
H 1.137 -3.294 2.190
C 2.639 -0.869 0.389
C 3.102 -0.581 1.734
H 3.954 0.054 2.035
H 2.591 -1.568 3.662
H 1.406 -2.552 -0.404
H 3.023 -0.492 -0.563
O 0.647 1.584 -2.217
C 0.291 1.007 -3.528
C 0.088 2.090 -4.608
H -0.638 0.445 -3.447
H 0.994 0.236 -3.868
C 0.588 3.378 -3.944
H -0.958 2.176 -4.936
H 0.654 1.830 -5.512
C 1.054 2.926 -2.507
H -0.221 4.108 -3.865
H 1.381 3.844 -4.518
H 0.694 3.626 -1.758
H 2.141 3.038 -2.442
F 2.867 0.756 6.143
C 2.235 1.845 5.619
F 1.309 2.281 6.519
F 3.134 2.835 5.396
C 1.629 1.434 4.239
O 1.098 0.284 4.129
O 1.797 2.201 3.212
*
```

***

Record 4
DFT (the ωB97M-V functional and the def2-TZVPD basis) results for ArH28O14 as an isolated structure in a non-equilibrium geometry.

Summary:
- HOMO level (eV) = -10.853
- electronic energy (Ha) = -1597.69616
- Kohn-Sham gap (eV) = 10.75

The geometry in ORCA input format:
```
! wB97M-V def2-TZVPD RIJCOSX def2/J DEFGRID3
* xyz 0 1
Ar -17.503 -4.225 -0.852
O -16.032 -1.899 -3.721
H -15.712 -1.600 -4.572
H -15.870 -2.842 -3.721
O -15.485 -4.817 -3.941
H -16.368 -5.095 -3.698
H -15.379 -5.117 -4.844
O -17.960 -0.158 0.040
H -17.932 -1.100 0.207
H -17.467 0.229 0.764
O -14.750 -6.378 0.486
H -14.119 -6.000 -0.127
H -14.229 -6.602 1.258
O -21.452 -3.333 -1.358
H -22.053 -2.596 -1.245
H -21.185 -3.563 -0.468
O -20.919 -3.782 1.215
H -20.874 -4.722 1.387
H -20.145 -3.421 1.649
O -14.638 -4.280 2.388
H -14.745 -4.802 1.593
H -14.976 -4.838 3.089
O -16.239 -2.016 1.509
H -15.746 -2.770 1.834
H -15.846 -1.821 0.659
O -14.921 -1.406 -0.958
H -14.241 -2.052 -1.149
H -15.290 -1.186 -1.814
O -17.817 -5.788 2.093
H -17.297 -6.556 1.858
H -18.709 -6.011 1.826
O -17.115 -8.118 -0.643
H -16.375 -7.522 -0.530
H -17.218 -8.196 -1.592
O -19.913 -4.180 -3.574
H -20.313 -3.924 -2.743
H -19.736 -3.352 -4.020
O -17.856 -6.237 -4.111
H -18.507 -5.603 -3.809
H -17.847 -6.136 -5.063
O -18.732 -2.646 2.558
H -18.896 -1.912 3.151
H -17.934 -2.403 2.091
*
```

***

Record 5
DFT (the ωB97M-V functional and the def2-TZVPD basis) results for a 12-piece molecular cluster, C5H34N10O12 overall in a non-equilibrium geometry.

Summary:
- SMILES = NC(N)=O.NC(N)=O.NC(N)=O.NC(N)=O.NC(N)=O.O.O.O.O.O.O.O
- HOMO level (eV) = -8.992
- electronic energy (Ha) = -1661.58445
- Kohn-Sham gap (eV) = 8.95

The geometry in ORCA input format:
```
! wB97M-V def2-TZVPD RIJCOSX def2/J DEFGRID3
* xyz 0 1
C -23.202 -10.171 -4.927
O -24.202 -10.766 -4.520
N -22.742 -9.039 -4.361
N -22.437 -10.640 -5.951
H -23.012 -8.744 -3.440
H -21.885 -8.611 -4.668
H -22.715 -11.399 -6.550
H -21.603 -10.110 -6.129
C -26.861 -9.696 -7.327
O -27.319 -9.154 -8.334
N -27.531 -10.375 -6.380
N -25.523 -9.678 -7.088
H -27.001 -10.710 -5.594
H -28.542 -10.398 -6.326
H -25.092 -9.921 -6.209
H -25.004 -9.006 -7.632
C -24.851 -7.875 -10.765
O -23.698 -8.070 -11.126
N -25.282 -6.675 -10.276
N -25.856 -8.771 -10.965
H -26.169 -6.627 -9.799
H -24.604 -5.960 -10.093
H -25.642 -9.750 -10.989
H -26.796 -8.484 -10.759
C -30.169 -13.531 -3.284
O -30.048 -13.554 -2.071
N -29.268 -12.894 -4.094
N -31.131 -14.239 -3.950
H -29.168 -13.097 -5.072
H -28.550 -12.321 -3.671
H -31.843 -14.754 -3.467
H -31.209 -14.214 -4.949
C -25.874 -13.916 -5.129
O -26.666 -13.258 -5.791
N -24.540 -14.048 -5.371
N -26.246 -14.569 -3.995
H -24.086 -14.607 -4.672
H -24.078 -13.855 -6.238
H -27.237 -14.602 -3.821
H -25.673 -15.334 -3.685
O -26.827 -11.506 -3.223
H -26.584 -12.139 -2.540
H -25.983 -11.214 -3.597
O -24.019 -12.107 -8.023
H -24.494 -11.742 -7.266
H -24.567 -12.836 -8.329
O -30.315 -10.664 -7.080
H -31.120 -10.138 -7.098
H -30.613 -11.578 -7.109
O -29.810 -7.524 -8.078
H -29.100 -8.095 -8.415
H -30.614 -7.972 -8.347
O -27.699 -5.609 -8.486
H -28.272 -6.356 -8.255
H -28.074 -5.273 -9.306
O -28.971 -9.645 -10.552
H -29.740 -10.196 -10.384
H -28.324 -9.919 -9.884
O -27.807 -12.277 -8.782
H -27.859 -11.504 -8.203
H -27.385 -12.941 -8.226
*
```

***

Record 6
DFT (the ωB97M-V functional and the def2-TZVPD basis) results for C19H28N2O3S2 in the gas phase.

Summary:
- SMILES = CSC1(C(=O)N2C[C@H]3CSC[C@@]3(C)C2)CN(C(=O)[C@@H]2CC3(CC3)CO2)C1
- HOMO level (eV) = -8.693
- electronic energy (Ha) = -1872.38478
- Kohn-Sham gap (eV) = 9.08

The geometry in ORCA input format:
```
! wB97M-V def2-TZVPD RIJCOSX def2/J DEFGRID3
* xyz 0 1
C -0.262 1.384 -0.071
S 0.255 -0.330 0.156
C 2.028 -0.179 -0.178
C 2.267 0.592 -1.469
O 2.634 1.756 -1.432
N 2.017 -0.034 -2.640
C 1.545 -1.391 -2.872
C 0.608 -1.216 -4.063
C -0.798 -0.733 -3.646
S -1.063 0.939 -4.313
C 0.197 0.692 -5.583
C 1.302 -0.127 -4.919
C 2.243 -0.737 -5.954
C 2.083 0.719 -3.889
C 2.877 0.341 1.012
N 3.520 -0.969 1.066
C 4.284 -1.477 2.055
O 4.649 -0.802 3.001
C 4.751 -2.914 1.871
C 5.613 -3.143 0.604
C 4.949 -4.340 -0.061
C 4.520 -4.300 -1.498
C 5.634 -5.215 -1.057
C 4.032 -4.901 1.000
O 3.609 -3.761 1.732
C 2.742 -1.549 -0.024
H -1.304 1.432 0.240
H 0.330 2.051 0.553
H -0.183 1.690 -1.114
H 2.380 -2.054 -3.127
H 1.037 -1.794 -1.999
H 0.521 -2.145 -4.628
H -1.564 -1.406 -4.029
H -0.901 -0.684 -2.562
H -0.219 0.155 -6.438
H 0.552 1.664 -5.928
H 2.761 0.043 -6.515
H 3.002 -1.359 -5.475
H 1.693 -1.359 -6.664
H 1.639 1.701 -3.730
H 3.121 0.868 -4.199
H 3.550 1.157 0.759
H 2.306 0.583 1.908
H 5.303 -3.178 2.776
H 5.617 -2.267 -0.046
H 6.644 -3.355 0.884
H 3.569 -4.745 -1.763
H 4.795 -3.429 -2.081
H 6.644 -4.959 -1.348
H 5.432 -6.278 -1.022
H 3.150 -5.403 0.603
H 4.572 -5.595 1.659
H 2.096 -2.375 0.276
H 3.340 -1.853 -0.885
*
```

***

Record 7
DFT (the ωB97M-V functional and the def2-TZVPD basis) results for C5H7N in the gas phase.

Summary:
- HOMO level (eV) = -9.283
- electronic energy (Ha) = -249.33326
- Kohn-Sham gap (eV) = 8.03

The geometry in ORCA input format:
```
! wB97M-V def2-TZVPD RIJCOSX def2/J DEFGRID3
* xyz 0 1
C -0.739 -1.041 0.700
C -0.119 0.346 0.810
C 1.198 0.510 -0.053
C 0.534 1.347 -1.053
C -0.178 0.621 -2.033
N -0.784 0.121 -2.897
H -1.694 -1.071 1.235
H -0.081 -1.803 1.131
H -0.935 -1.309 -0.344
H 0.139 0.608 1.840
H 1.555 -0.479 -0.364
H 1.966 1.041 0.513
H -0.861 1.108 0.515
*
```

***

Record 8
DFT (the ωB97M-V functional and the def2-TZVPD basis) results for a 10-piece molecular cluster, C30H80O30S10 overall in a non-equilibrium geometry.

Summary:
- SMILES = CCOS(C)(=O)=O.CCOS(C)(=O)=O.CCOS(C)(=O)=O.CCOS(C)(=O)=O.CCOS(C)(=O)=O.CCOS(C)(=O)=O.CCOS(C)(=O)=O.CCOS(C)(=O)=O.CCOS(C)(=O)=O.CCOS(C)(=O)=O
- HOMO level (eV) = -10.858
- electronic energy (Ha) = -7429.68296
- Kohn-Sham gap (eV) = 10.91

The geometry in ORCA input format:
```
! wB97M-V def2-TZVPD RIJCOSX def2/J DEFGRID3
* xyz 0 1
O 21.639 -5.331 -3.102
S 21.839 -5.121 -1.665
O 20.616 -5.025 -0.815
O 22.802 -6.359 -1.027
C 24.016 -6.713 -1.685
C 25.078 -6.994 -0.680
C 22.998 -3.730 -1.213
H 24.454 -6.029 -2.413
H 23.836 -7.586 -2.311
H 25.431 -6.001 -0.403
H 25.811 -7.475 -1.328
H 24.879 -7.486 0.272
H 22.863 -3.555 -0.146
H 22.649 -2.816 -1.694
H 23.987 -3.881 -1.648
O 22.344 -13.666 2.266
S 23.304 -13.304 3.296
O 24.638 -12.908 2.925
O 22.496 -12.117 4.223
C 21.195 -12.188 4.710
C 20.234 -11.200 3.986
C 23.426 -14.738 4.544
H 21.080 -11.988 5.776
H 20.949 -13.215 4.441
H 20.582 -10.169 4.050
H 19.313 -11.282 4.563
H 19.970 -11.518 2.977
H 22.464 -14.808 5.051
H 24.212 -14.387 5.213
H 23.784 -15.624 4.020
O 15.725 -12.601 -2.271
S 16.592 -11.426 -1.958
O 16.925 -10.417 -2.971
O 15.990 -10.634 -0.668
C 16.273 -9.225 -0.481
C 15.310 -8.794 0.538
C 18.070 -11.970 -1.151
H 16.188 -8.626 -1.387
H 17.326 -9.140 -0.210
H 15.591 -9.158 1.526
H 14.285 -9.086 0.310
H 15.347 -7.704 0.523
H 18.667 -11.072 -0.994
H 18.571 -12.746 -1.730
H 17.717 -12.346 -0.191
O 37.026 -8.641 -4.004
S 36.133 -8.768 -5.146
O 36.077 -10.096 -5.771
O 34.485 -8.623 -4.570
C 34.114 -7.410 -4.041
C 33.106 -7.628 -2.947
C 36.308 -7.398 -6.347
H 33.693 -6.837 -4.867
H 34.871 -6.767 -3.591
H 33.617 -8.267 -2.226
H 32.140 -8.024 -3.258
H 32.755 -6.715 -2.466
H 35.812 -6.498 -5.982
H 35.812 -7.865 -7.198
H 37.360 -7.312 -6.617
O 27.563 -0.164 -5.064
S 28.190 -1.457 -5.088
O 28.182 -2.323 -3.911
O 27.301 -2.341 -6.201
C 26.631 -1.679 -7.248
C 25.249 -1.325 -6.751
C 29.774 -1.612 -6.147
H 26.520 -2.413 -8.046
H 27.176 -0.801 -7.595
H 24.457 -0.925 -7.385
H 25.318 -0.585 -5.953
H 24.872 -2.265 -6.348
H 29.429 -1.910 -7.137
H 30.315 -2.452 -5.712
H 30.251 -0.633 -6.199
O 25.017 0.729 3.262
S 25.884 1.751 2.709
O 25.558 2.163 1.332
O 25.824 3.074 3.677
C 26.550 4.286 3.375
C 25.858 5.462 4.058
C 27.649 1.264 2.970
H 26.869 4.397 2.338
H 27.533 4.047 3.781
H 25.703 5.386 5.134
H 24.962 5.843 3.568
H 26.571 6.287 4.056
H 27.643 1.136 4.053
H 28.224 2.149 2.699
H 27.825 0.343 2.415
O 17.619 2.764 -5.776
S 17.844 1.452 -5.155
O 19.201 1.032 -4.758
O 16.900 1.174 -3.833
C 16.792 -0.146 -3.200
C 17.075 0.103 -1.692
C 17.223 0.123 -6.303
H 17.521 -0.815 -3.659
H 15.810 -0.560 -3.429
H 18.102 0.288 -1.378
H 16.857 -0.825 -1.163
H 16.475 0.891 -1.236
H 17.993 0.052 -7.071
H 16.269 0.380 -6.763
H 17.069 -0.823 -5.783
O 22.310 7.271 -1.873
S 21.048 6.960 -1.204
O 20.746 7.598 0.036
O 19.818 7.259 -2.252
C 18.487 7.392 -1.860
C 18.214 8.826 -1.555
C 20.676 5.102 -1.175
H 18.063 6.651 -1.183
H 17.875 7.220 -2.745
H 18.756 9.248 -0.709
H 17.153 8.976 -1.355
H 18.533 9.473 -2.372
H 21.313 4.558 -1.873
H 19.630 4.919 -1.422
H 20.884 4.847 -0.136
O 24.007 -12.602 -5.007
S 25.106 -11.834 -5.656
O 24.835 -10.619 -6.404
O 26.383 -11.664 -4.617
C 26.663 -12.684 -3.671
C 28.172 -12.820 -3.464
C 26.004 -13.009 -6.877
H 26.088 -13.553 -3.990
H 26.099 -12.368 -2.794
H 28.582 -13.184 -4.406
H 28.261 -13.622 -2.732
H 28.722 -11.911 -3.218
H 27.050 -12.774 -7.073
H 25.649 -12.943 -7.905
H 25.881 -14.022 -6.494
O 30.099 -5.063 4.341
S 29.203 -6.032 5.004
O 29.361 -6.388 6.410
O 27.635 -5.650 4.636
C 26.729 -6.056 5.733
C 25.443 -6.602 5.094
C 29.384 -7.639 4.191
H 26.330 -5.158 6.204
H 27.069 -6.755 6.497
H 24.804 -7.053 5.854
H 25.653 -7.313 4.295
H 24.770 -5.848 4.687
H 30.284 -8.125 4.568
H 29.197 -7.581 3.118
H 28.473 -8.148 4.506
*
```

***

Record 9
DFT (the ωB97M-V functional and the def2-TZVPD basis) results for a 7-piece molecular cluster, C18H51N4O12 overall in a non-equilibrium geometry.

Summary:
- HOMO level (eV) = -5.290
- electronic energy (Ha) = -1838.08705
- Kohn-Sham gap (eV) = 7.71

The geometry in ORCA input format:
```
! wB97M-V def2-TZVPD RIJCOSX def2/J DEFGRID3
* xyz -1 1
N 0.298 -0.641 1.301
O 1.148 -0.778 2.180
O 0.040 -1.614 0.631
O -0.238 0.461 1.117
C 0.121 -5.666 -2.305
C 0.983 -5.923 -1.057
O 1.903 -4.895 -0.753
O -0.926 -4.780 -1.983
H -0.445 -6.521 -2.676
H 0.774 -5.219 -3.054
H 1.524 -6.856 -1.219
H 0.294 -6.035 -0.220
H 1.379 -4.143 -0.468
H -0.664 -4.173 -1.286
C 4.113 3.033 3.523
C 3.022 2.959 4.601
O 1.712 2.991 4.015
O 4.405 1.704 3.152
H 4.973 3.558 3.939
H 3.839 3.508 2.581
H 3.060 3.869 5.199
H 3.209 2.114 5.265
H 1.577 2.304 3.358
H 3.551 1.292 3.000
C 5.390 -3.473 2.670
C 4.675 -3.540 3.981
O 3.424 -3.940 3.772
O 5.475 -4.702 1.978
H 6.402 -3.146 2.910
H 4.823 -2.819 2.008
H 4.713 -2.563 4.462
H 5.214 -4.201 4.660
H 2.985 -3.136 3.486
H 4.668 -4.736 1.460
C -2.362 2.898 -3.238
C -2.956 3.851 -2.167
C -4.137 3.293 -1.460
O -4.798 4.187 -0.602
C -5.895 3.516 0.002
N -1.980 4.242 -1.150
H -1.388 3.230 -3.597
H -2.974 2.722 -4.123
H -2.062 1.960 -2.769
H -3.347 4.799 -2.536
H -3.796 2.438 -0.875
H -4.703 2.892 -2.301
H -6.576 3.103 -0.742
H -6.493 4.112 0.690
H -5.624 2.704 0.677
H -1.047 4.324 -1.528
H -1.819 3.499 -0.485
C 4.517 2.865 -5.440
C 3.668 3.088 -4.124
C 4.425 2.558 -2.898
O 4.875 1.195 -3.087
C 3.863 0.187 -2.805
N 3.215 4.467 -4.077
H 3.923 3.051 -6.335
H 4.906 1.852 -5.542
H 5.413 3.482 -5.375
H 2.759 2.496 -4.227
H 3.847 2.498 -1.976
H 5.262 3.224 -2.688
H 4.308 -0.786 -3.012
H 3.011 0.259 -3.482
H 3.654 0.229 -1.736
H 2.812 4.824 -4.931
H 4.066 4.995 -3.947
C -4.132 -1.426 3.541
C -5.516 -1.710 2.890
C -5.332 -1.924 1.378
O -6.621 -1.958 0.854
C -6.654 -1.721 -0.592
N -6.093 -2.934 3.455
H -3.603 -0.690 2.936
H -3.468 -2.253 3.794
H -4.298 -0.923 4.493
H -6.161 -0.849 3.063
H -4.831 -2.891 1.331
H -4.683 -1.145 0.979
H -6.956 -0.681 -0.716
H -7.464 -2.309 -1.025
H -5.774 -2.109 -1.105
H -6.897 -3.266 2.942
H -5.504 -3.755 3.439
*
```